(1)
Molecular formula: C33H62BEuN6O2S
Method: DFT, the ωB97M-V functional and the def2-TZVPD basis

CARTESIAN COORDINATES (ANGSTROEM)
Eu1 -12.195191 -11.255427 -7.364147
C1 -15.222958 -9.863916 -3.614036
C2 -13.961505 -10.784089 -4.005127
C3 -13.112363 -11.042627 -2.805465
C4 -14.351284 -12.047939 -4.706508
C5 -14.933925 -13.194784 -4.285049
C6 -14.899434 -14.084435 -5.324938
C7 -15.497176 -15.488722 -5.261264
C8 -16.764735 -15.696851 -6.076403
C9 -14.439978 -16.548856 -5.545497
N1 -14.282452 -13.455676 -6.350780
N2 -14.005063 -12.208666 -5.971905
B1 -14.078696 -13.888268 -7.807875
N3 -14.498995 -12.680015 -8.765141
N4 -13.606594 -11.951469 -9.429098
C10 -14.297013 -11.316323 -10.373061
C11 -15.667910 -11.643833 -10.309615
C12 -15.746915 -12.540566 -9.267918
C13 -16.957399 -13.140168 -8.629322
C14 -17.278303 -12.399319 -7.343730
C15 -18.210195 -13.165117 -9.520820
C16 -13.643378 -10.515508 -11.482128
C17 -12.082943 -10.617205 -11.601208
C18 -14.010048 -9.047404 -11.413305
N5 -12.601084 -14.226519 -8.048221
N6 -11.599024 -13.667430 -7.220596
C19 -10.474388 -14.173806 -7.689127
C20 -10.656129 -15.057031 -8.757783
C21 -12.059403 -14.973894 -8.999869
C22 -12.791858 -15.822761 -10.061681
C23 -13.239763 -17.195387 -9.446394
C24 -13.829421 -15.050254 -10.823074
C25 -9.129391 -13.711717 -7.211062
C26 -9.021210 -13.627835 -5.680863
C27 -8.742852 -12.434979 -7.957805
H1 -14.907732 -8.842017 -3.352687
H2 -15.779671 -10.225681 -2.766352
H3 -16.024291 -9.826492 -4.405490
H4 -13.357752 -10.207961 -4.698964
H5 -13.606278 -11.743892 -2.116531
H6 -12.917212 -10.127177 -2.250257
H7 -12.181801 -11.465580 -3.063203
H8 -15.358314 -13.403866 -3.270672
H9 -15.762034 -15.511178 -4.203471
H10 -16.493913 -15.692753 -7.155143
H11 -17.530462 -14.911041 -5.901451
H12 -17.152129 -16.653852 -5.755957
H13 -14.005293 -16.386696 -6.538003
H14 -14.833286 -17.598668 -5.518592
H15 -13.639877 -16.471908 -4.827346
H16 -14.728234 -14.813436 -8.074361
H17 -16.488368 -11.297337 -10.932054
H18 -16.638132 -14.162972 -8.347660
H19 -17.707350 -11.440446 -7.580262
H20 -16.472318 -12.281626 -6.608128
H21 -18.058453 -12.972638 -6.857824
H22 -18.406870 -12.218566 -10.012321
H23 -19.061311 -13.450908 -8.820900
H24 -18.149749 -13.902394 -10.341720
H25 -14.135148 -10.847858 -12.428940
H26 -11.566916 -10.172579 -10.742845
H27 -11.764387 -10.068052 -12.526957
H28 -11.733700 -11.620294 -11.727051
H29 -13.411877 -8.484188 -10.676722
H30 -15.038741 -8.828620 -11.126142
H31 -13.858374 -8.528471 -12.377779
H32 -9.940839 -15.647257 -9.370760
H33 -12.037208 -16.099870 -10.798542
H34 -13.915858 -17.185495 -8.558019
H35 -12.305086 -17.710246 -9.183202
H36 -13.801180 -17.752942 -10.161356
H37 -14.742847 -14.765748 -10.354088
H38 -14.168301 -15.517913 -11.760639
H39 -13.344391 -14.166343 -11.266541
H40 -8.405781 -14.515832 -7.477043
H41 -9.748107 -12.910163 -5.253942
H42 -8.027679 -13.259587 -5.317180
H43 -9.159344 -14.629144 -5.259670
H44 -9.497495 -11.695719 -7.642869
H45 -8.796415 -12.622265 -9.037959
H46 -7.765113 -11.993489 -7.807979
C28 -15.361865 -9.439935 -7.485105
O1 -13.963046 -9.140259 -7.235310
C29 -13.461463 -7.895017 -7.627759
C30 -11.938356 -7.845863 -7.735225
O2 -11.399628 -8.956860 -8.472448
C31 -10.037330 -8.761391 -8.748138
H47 -15.470575 -9.431325 -8.571062
H48 -15.967665 -8.737466 -7.022646
H49 -15.573472 -10.477192 -7.140291
H50 -13.854311 -7.138281 -6.947790
H51 -13.898559 -7.617548 -8.643848
H52 -11.471506 -7.892882 -6.767507
H53 -11.581871 -6.940363 -8.234907
H54 -9.869340 -7.882143 -9.321387
H55 -9.624767 -9.563896 -9.355811
H56 -9.449045 -8.627359 -7.839135
C32 -8.900151 -8.968441 -5.364403
S1 -10.449566 -9.829859 -5.256412
C33 -11.279202 -8.723576 -4.112570
H57 -9.032867 -7.874334 -5.450574
H58 -8.352384 -9.348920 -6.225633
H59 -8.220662 -9.060591 -4.540023
H60 -10.711914 -8.591702 -3.180434
H61 -12.234131 -9.100597 -3.992632
H62 -11.286081 -7.696247 -4.598246

Atoms 1-2, force components in eV/Å:
Eu -0.240 0.743 -0.550
C 0.158 -0.383 -1.227

Net charge   +1
⟨S²⟩   15.76
2S+1   8
HOMO (alpha / beta)   -10.139 / -11.039 eV
Frontier orbital gap (alpha / beta)   0.3053 / 0.3383 Eh

(2)
Molecular formula: C33H63Br24NO3S
Method: DFT, the ωB97M-V functional and the def2-TZVPD basis

CARTESIAN COORDINATES (ANGSTROEM)
C1 2.614249 3.628957 -0.280313
C2 2.143400 4.584714 -1.497965
S1 0.326386 4.955861 -1.486606
C3 -0.634851 3.446807 -2.069387
C4 -1.858109 3.254683 -1.063281
O1 -3.162910 3.834736 -1.420788
C5 -3.994978 3.294826 -0.359324
O2 -4.805737 3.885819 0.366380
O3 -3.613557 1.901916 -0.361954
C6 -2.107926 1.862687 -0.299417
N1 -1.598005 0.573809 -0.862994
C7 -0.327704 0.333145 -0.570902
C8 0.472305 0.770053 0.732423
C9 0.495351 -0.523194 -1.678757
H1 3.549779 4.121745 0.176898
H2 1.855046 3.561075 0.563661
H3 2.933335 2.607971 -0.695970
H4 2.673952 5.595827 -1.331677
H5 2.470888 4.166123 -2.504423
H6 -1.058548 3.753363 -3.098985
H7 0.018365 2.530280 -2.222805
H8 -1.546296 3.943115 -0.186473
H9 -1.943459 2.088982 0.814060
H10 0.470471 -0.038623 1.541987
H11 1.565535 0.927031 0.403885
H12 0.144859 1.753883 1.201268
H13 0.453751 -1.628664 -1.376318
H14 0.031567 -0.413497 -2.718081
H15 1.589777 -0.191262 -1.652842
Br1 0.877168 -3.609936 0.019709
C10 2.763815 -3.489620 -0.477100
C11 3.633417 -3.164088 0.716609
Br2 3.555861 -1.287550 1.222753
H16 2.834331 -2.761857 -1.285948
H17 3.013347 -4.483537 -0.865020
H18 4.680947 -3.336476 0.480852
H19 3.364393 -3.736582 1.604547
Br3 1.795620 1.317212 -3.842883
C12 2.211088 2.735610 -5.113658
C13 0.985387 3.151580 -5.888645
Br4 0.550499 1.852330 -7.274460
H20 3.018115 2.369116 -5.747394
H21 2.579904 3.563179 -4.505499
H22 1.167679 4.085392 -6.423094
H23 0.098310 3.262134 -5.265708
Br5 -3.648515 -0.191100 -1.348965
C14 -4.708705 0.406449 -2.871637
C15 -5.315027 -0.758160 -3.614160
Br6 -3.997910 -1.661276 -4.726643
H24 -4.054401 1.020496 -3.491895
H25 -5.491087 1.034867 -2.442997
H26 -6.078891 -0.413953 -4.310950
H27 -5.744270 -1.511525 -2.955258
Br7 4.710452 0.066562 4.345987
C16 4.539543 -1.260379 5.762216
C17 4.087257 -2.590802 5.211431
Br8 2.179593 -2.576287 4.808337
H28 3.859223 -0.846909 6.505762
H29 5.536226 -1.342571 6.195623
H30 4.212860 -3.378936 5.956830
H31 4.604372 -2.877863 4.295848
Br9 3.862833 -6.120488 -2.282497
C18 5.735638 -6.056456 -2.834215
C19 6.650213 -5.711085 -1.685834
Br10 6.585244 -3.807564 -1.277784
H32 5.797915 -5.347293 -3.659008
H33 5.950281 -7.059714 -3.205325
H34 7.690312 -5.905482 -1.952871
H35 6.410300 -6.244467 -0.766649
Br11 6.385577 2.538930 2.493929
C20 7.516815 3.848787 1.600728
C21 8.341868 3.204183 0.515203
Br12 9.841337 2.211690 1.265527
H36 8.117547 4.329382 2.372231
H37 6.826738 4.580151 1.175657
H38 8.795057 3.962792 -0.125356
H39 7.775015 2.506912 -0.100958
Br13 -7.937327 -0.997225 -0.491450
C22 -8.598112 0.823180 -0.704702
C23 -9.433887 0.958427 -1.953777
Br14 -8.310083 1.033550 -3.544028
H40 -7.728586 1.480559 -0.693548
H41 -9.202108 1.012089 0.184824
H42 -9.983297 1.901890 -1.949935
H43 -10.134905 0.136476 -2.095458
Br15 -6.750300 -6.132630 3.629835
C24 -7.411103 -4.312449 3.412394
C25 -8.245126 -4.178093 2.162580
Br16 -7.125799 -4.104420 0.569606
H44 -6.542328 -3.655044 3.422972
H45 -8.016280 -4.122351 4.300107
H46 -8.793627 -3.234117 2.166570
H47 -8.946513 -4.999673 2.021468
Br17 6.126062 -3.512240 7.878937
C26 5.758982 -3.189277 9.765525
C27 4.431078 -2.498825 9.955236
Br18 4.550465 -0.603437 9.516529
H48 6.600692 -2.621352 10.160502
H49 5.746450 -4.178654 10.225212
H50 4.129590 -2.528174 11.003606
H51 3.634912 -2.918705 9.341213
Br19 -9.890686 -0.926736 -6.203036
C28 -8.926902 0.387705 -7.269902
C29 -7.979983 -0.272857 -8.246433
Br20 -6.357865 -0.925134 -7.376395
H52 -8.429036 1.058267 -6.569530
H53 -9.701193 0.938554 -7.806098
H54 -7.628539 0.451969 -8.982884
H55 -8.421473 -1.124751 -8.762412
Br21 10.641111 -3.733931 1.595355
C30 11.362252 -1.933948 1.788753
C31 11.132275 -1.398383 3.180313
Br22 9.284522 -0.829051 3.421640
H56 10.905031 -1.322590 1.011135
H57 12.429930 -2.032792 1.586727
H58 11.729614 -0.500649 3.349662
H59 11.347067 -2.124763 3.963324
Br23 -10.680167 5.319352 0.199141
C32 -8.941543 5.214982 1.073943
C33 -8.409174 3.804483 1.065378
Br24 -9.299994 2.702556 2.406198
H60 -9.064538 5.623067 2.076557
H61 -8.292215 5.873394 0.495170
H62 -7.354047 3.790604 1.343333
H63 -8.533539 3.303132 0.107185

Atoms 1-2, force components in eV/Å:
C 0.922 0.492 -0.466
C 0.697 -0.382 0.749

HOMO   -7.157 eV
Frontier orbital gap   0.2675 Eh